(1)
Entry from OMol25: a cluster of 3 separate species, C4H11N2O in total in a non-equilibrium geometry (ωB97M-V with the def2-TZVPD basis set).

Results
HOMO energy (spin up / spin down)	-13.4434 / -13.4430	eV
energy relative to the best compared isomer or geometry (same formula, charge and spin)	123.7	kcal/mol
HOMO-LUMO gap (spin up / spin down)	9.0 / 9.0	eV
charge	+1
LUMO (spin up / spin down)	-0.162 / -0.162	Ha

Geometry (Å):
C1 1.575 0.091 0.014
C2 2.840 -0.573 0.139
C3 -1.492 -0.226 -1.356
C4 -1.097 -0.819 -0.048
N1 0.016 -1.088 0.466
N2 -1.931 0.713 1.166
O1 1.316 1.304 -0.144
H1 2.892 -1.398 -0.574
H2 3.700 0.093 0.026
H3 2.858 -1.069 1.115
H4 -1.393 -1.010 -2.106
H5 -0.854 0.607 -1.632
H6 -2.530 0.092 -1.342
H7 -1.815 -1.542 0.352
H8 -1.669 0.523 2.128
H9 -1.548 1.613 0.891
H10 -2.945 0.760 1.106
H11 2.077 1.929 -0.204

=====

(2)
Entry from OMol25: a cluster of 11 separate species, C41H66B2N3O37P3 in total in a non-equilibrium geometry (ωB97M-V with the def2-TZVPD basis set).

Results
HOMO energy	-5.8293	eV
HOMO-LUMO gap	9.2	eV
charge	-2
LUMO	0.123	Ha

Geometry (Å):
O1 12.011 -30.473 -24.903
C1 12.420 -30.598 -26.023
O2 11.927 -31.356 -26.982
B1 12.664 -31.094 -28.232
O3 13.492 -29.902 -27.950
C2 13.467 -29.654 -26.656
O4 14.095 -28.811 -26.087
O5 11.759 -30.853 -29.360
C3 12.006 -31.718 -30.335
O6 11.402 -31.846 -31.358
C4 13.211 -32.576 -29.898
O7 13.509 -32.229 -28.641
O8 13.717 -33.434 -30.541
O9 12.428 -29.426 -34.534
C5 13.335 -29.737 -33.815
O10 14.192 -30.720 -34.029
B2 15.238 -30.710 -32.963
O11 14.692 -29.786 -31.947
C6 13.707 -29.079 -32.457
O12 13.148 -28.131 -31.981
O13 16.501 -30.182 -33.537
C7 17.430 -31.133 -33.502
O14 18.501 -31.087 -34.023
C8 16.831 -32.327 -32.721
O15 15.558 -32.013 -32.430
O16 17.359 -33.349 -32.454
C9 12.987 -34.004 -33.706
C10 14.294 -34.628 -33.864
N1 15.318 -35.125 -34.001
H1 12.778 -33.425 -34.606
H2 13.041 -33.264 -32.904
H3 12.223 -34.725 -33.433
C11 9.511 -31.226 -33.942
C12 8.177 -30.822 -33.499
N2 7.146 -30.471 -33.140
H4 10.241 -30.653 -33.381
H5 9.617 -31.115 -35.017
H6 9.646 -32.283 -33.704
C13 11.645 -34.943 -27.308
C14 10.457 -34.776 -26.479
N3 9.506 -34.630 -25.858
H7 11.404 -35.584 -28.152
H8 12.478 -35.358 -26.745
H9 11.942 -33.951 -27.643
C15 16.447 -28.285 -29.601
C16 17.584 -28.929 -30.373
O17 18.840 -28.388 -29.882
P1 20.137 -28.279 -30.755
O18 20.945 -29.471 -30.869
O19 19.598 -27.691 -32.131
C17 20.435 -27.797 -33.291
C18 19.556 -27.800 -34.504
O20 20.938 -27.089 -30.078
C19 20.318 -25.817 -29.929
C20 20.914 -24.815 -30.896
H10 16.137 -28.948 -28.794
H11 16.721 -27.327 -29.163
H12 15.588 -28.164 -30.259
H13 17.591 -30.005 -30.210
H14 17.521 -28.729 -31.442
H15 21.155 -26.971 -33.299
H16 21.035 -28.708 -33.247
H17 18.986 -28.723 -34.568
H18 18.920 -26.916 -34.511
H19 20.212 -27.762 -35.382
H20 19.235 -25.873 -30.053
H21 20.498 -25.449 -28.916
H22 20.537 -24.918 -31.916
H23 20.699 -23.795 -30.567
H24 21.997 -24.934 -30.957
C21 18.337 -29.196 -25.383
C22 19.729 -28.816 -25.856
O21 20.252 -29.496 -26.993
P2 20.005 -30.985 -27.436
O22 20.857 -31.462 -28.507
O23 20.056 -31.837 -26.081
C23 21.331 -32.121 -25.508
C24 21.218 -33.328 -24.614
O24 18.457 -30.995 -27.752
C25 17.737 -32.241 -27.942
C26 16.839 -32.473 -26.740
H25 18.344 -30.199 -24.949
H26 18.022 -28.509 -24.598
H27 17.618 -29.198 -26.196
H28 19.737 -27.746 -26.074
H29 20.450 -28.939 -25.038
H30 22.118 -32.248 -26.253
H31 21.613 -31.260 -24.888
H32 20.813 -34.190 -25.146
H33 22.225 -33.625 -24.300
H34 20.654 -33.135 -23.703
H35 17.192 -32.155 -28.879
H36 18.470 -33.048 -27.999
H37 16.227 -31.590 -26.565
H38 16.180 -33.319 -26.928
H39 17.488 -32.641 -25.881
C27 7.609 -24.531 -27.103
C28 7.201 -25.162 -28.426
O25 6.867 -26.545 -28.297
P3 7.931 -27.699 -28.293
O26 7.370 -29.041 -28.362
O27 8.892 -27.316 -29.482
C29 9.443 -28.358 -30.328
C30 10.096 -27.682 -31.511
O28 8.765 -27.370 -26.989
C31 9.676 -28.323 -26.429
C32 9.011 -29.235 -25.431
H40 8.558 -24.973 -26.792
H41 7.737 -23.454 -27.145
H42 6.905 -24.849 -26.330
H43 6.307 -24.657 -28.797
H44 7.967 -25.031 -29.191
H45 10.166 -28.940 -29.751
H46 8.661 -29.042 -30.656
H47 10.858 -26.983 -31.172
H48 10.528 -28.414 -32.185
H49 9.347 -27.080 -32.031
H50 10.170 -28.912 -27.211
H51 10.444 -27.741 -25.917
H52 8.205 -29.835 -25.858
H53 9.717 -29.902 -24.939
H54 8.537 -28.667 -24.622
C33 12.664 -30.195 -21.458
C34 13.882 -30.117 -22.384
O29 14.945 -29.877 -21.435
C35 14.431 -29.445 -20.273
O30 15.056 -29.095 -19.327
O31 13.073 -29.462 -20.319
H55 12.408 -31.234 -21.244
H56 11.801 -29.745 -21.944
H57 13.783 -29.345 -23.144
H58 14.147 -31.058 -22.855
C36 12.150 -26.972 -29.020
C37 12.971 -26.384 -27.858
O32 13.003 -24.989 -28.133
C38 12.076 -24.702 -29.081
O33 11.866 -23.616 -29.514
O34 11.420 -25.819 -29.458
H59 11.464 -27.733 -28.658
H60 12.741 -27.385 -29.839
H61 13.945 -26.831 -27.691
H62 12.383 -26.543 -26.946
C39 7.586 -32.169 -29.588
C40 8.751 -31.916 -28.614
O35 9.643 -32.998 -28.885
C41 9.041 -33.931 -29.649
O36 9.525 -34.986 -29.910
O37 7.847 -33.494 -30.087
H63 7.562 -31.458 -30.410
H64 6.620 -32.166 -29.094
H65 8.424 -31.988 -27.578
H66 9.215 -30.956 -28.787

=====

Q: What is the charge in the first record?
A: +1

=====

Copy entry 1 word for word.
Entry from OMol25: a cluster of 3 separate species, C4H11N2O in total in a non-equilibrium geometry (ωB97M-V with the def2-TZVPD basis set).

Results
HOMO energy (spin up / spin down)	-13.4434 / -13.4430	eV
energy relative to the best compared isomer or geometry (same formula, charge and spin)	123.7	kcal/mol
HOMO-LUMO gap (spin up / spin down)	9.0 / 9.0	eV
charge	+1
LUMO (spin up / spin down)	-0.162 / -0.162	Ha

Geometry (Å):
C1 1.575 0.091 0.014
C2 2.840 -0.573 0.139
C3 -1.492 -0.226 -1.356
C4 -1.097 -0.819 -0.048
N1 0.016 -1.088 0.466
N2 -1.931 0.713 1.166
O1 1.316 1.304 -0.144
H1 2.892 -1.398 -0.574
H2 3.700 0.093 0.026
H3 2.858 -1.069 1.115
H4 -1.393 -1.010 -2.106
H5 -0.854 0.607 -1.632
H6 -2.530 0.092 -1.342
H7 -1.815 -1.542 0.352
H8 -1.669 0.523 2.128
H9 -1.548 1.613 0.891
H10 -2.945 0.760 1.106
H11 2.077 1.929 -0.204

=====

What did the first record say?
Entry from OMol25: a cluster of 3 separate species, C4H11N2O in total in a non-equilibrium geometry (ωB97M-V with the def2-TZVPD basis set).

Results
HOMO energy (spin up / spin down)	-13.4434 / -13.4430	eV
energy relative to the best compared isomer or geometry (same formula, charge and spin)	123.7	kcal/mol
HOMO-LUMO gap (spin up / spin down)	9.0 / 9.0	eV
charge	+1
LUMO (spin up / spin down)	-0.162 / -0.162	Ha

Geometry (Å):
C1 1.575 0.091 0.014
C2 2.840 -0.573 0.139
C3 -1.492 -0.226 -1.356
C4 -1.097 -0.819 -0.048
N1 0.016 -1.088 0.466
N2 -1.931 0.713 1.166
O1 1.316 1.304 -0.144
H1 2.892 -1.398 -0.574
H2 3.700 0.093 0.026
H3 2.858 -1.069 1.115
H4 -1.393 -1.010 -2.106
H5 -0.854 0.607 -1.632
H6 -2.530 0.092 -1.342
H7 -1.815 -1.542 0.352
H8 -1.669 0.523 2.128
H9 -1.548 1.613 0.891
H10 -2.945 0.760 1.106
H11 2.077 1.929 -0.204